No. 1
DFT (wB97M-V/def2-TZVPD) results for a structure of composition C45H56N7O2P2S2Si2Sn.

Results
- highest occupied orbital energy (spin up / spin down) (eV) = -0.76 / -2.13
- net charge = -2
- orbital gap (spin up / spin down) (eV) = 4.79 / 6.17
- LUMO energy (spin up / spin down) (eV) = 4.036 / 4.036
- spin multiplicity = 2

Each line ends with the Löwdin charge.
CARTESIAN COORDINATES (ANGSTROEM)
H: 4.63 -1.37 2.81  0.0041
C: 1.04 -5.69 -2.97  -0.1179
H: -3.22 5.82 0.38  0.0675
H: -3.54 6.67 -1.14  0.0651
H: -2.26 1.97 -3.25  0.0101
C: 1.40 -4.47 -3.53  -0.1008
C: -0.41 -1.68 0.39  -0.5706
H: -1.06 2.53 -4.43  0.0200
H: 3.75 2.66 2.87  0.0296
C: -1.23 3.78 6.07  -0.2871
C: 3.50 4.21 -1.65  -0.1071
H: 3.25 -2.91 2.71  0.0832
C: 2.43 -2.43 0.00  -0.2651
H: 5.12 -3.82 -2.44  0.0908
S: -2.94 -0.83 3.52  0.4786
C: -5.26 -2.59 -1.70  -0.1128
C: 0.00 -3.30 -1.94  -0.2845
H: 1.45 -6.61 -3.36  0.0882
H: 0.88 5.55 1.05  0.0921
C: 1.11 -2.80 2.51  -0.2614
C: -4.76 -1.87 -0.62  -0.1004
C: -0.10 3.07 4.01  -0.5272
H: -0.67 2.48 -2.69  0.0038
N: 1.27 2.93 -0.65  0.0982
H: -6.28 1.51 -0.61  0.0716
C: 3.13 -1.58 -0.86  -0.0973
H: 5.28 0.26 2.65  0.0216
H: 3.20 -4.30 4.73  0.0925
H: -2.81 -0.76 -4.29  0.0123
H: -1.01 -2.92 2.56  0.0624
H: 2.20 2.74 2.00  -0.0029
H: -3.02 -1.11 0.37  0.0469
C: 2.41 0.23 4.30  -0.1695
C: -0.10 -3.22 3.05  -0.0849
C: -3.01 -2.86 -2.52  -0.1121
H: 1.16 -2.34 -3.44  0.0781
Si: -0.58 0.19 -3.66  0.2601
C: -4.65 2.68 0.16  -0.3876
O: -0.06 2.65 2.84  -0.1564
H: -4.82 5.73 -0.37  0.0613
H: 1.88 2.91 4.25  0.0470
C: 4.09 -2.07 -1.73  -0.0908
C: -1.84 -0.66 -4.78  -0.1909
H: -5.21 3.59 0.36  0.0816
H: 3.90 2.32 -2.64  0.0866
C: -4.37 -3.09 -2.65  -0.1067
H: -4.69 0.93 -1.11  0.0522
H: 1.07 3.41 5.66  0.0746
H: 3.86 -5.35 -0.96  0.0969
C: -2.50 -2.12 -1.45  -0.2510
Sn: -0.56 0.74 0.99  1.0615
H: -2.31 4.72 -1.83  0.0764
C: -0.13 -4.00 4.20  -0.0864
H: 3.68 2.30 1.14  0.0240
H: -1.00 -4.55 -0.52  0.1123
H: -5.43 -1.49 0.14  0.1007
N: 1.08 3.37 4.66  0.1541
O: -2.31 3.67 0.95  -0.5653
C: -5.28 1.82 -0.92  -0.1383
H: 2.16 -4.48 0.58  0.1084
C: 2.71 -3.79 -0.06  -0.0893
N: 0.56 4.80 0.47  0.1488
H: 3.00 0.92 4.91  0.0208
C: 2.29 -3.21 3.13  -0.1157
H: -4.52 2.15 1.10  0.0814
C: 4.53 -0.43 2.26  -0.1751
C: 1.50 4.20 -0.33  -0.4056
H: -2.34 -3.26 -3.27  0.0995
H: 1.33 -0.70 -5.04  0.0063
H: -0.09 4.16 0.93  0.0493
H: -1.52 -1.65 -5.09  0.0157
H: -1.08 -4.28 4.63  0.0967
C: 2.27 -4.00 4.27  -0.1029
H: 1.35 0.44 4.47  0.0298
H: -1.97 -0.04 -5.67  0.0177
Si: 2.84 0.39 2.47  0.3082
C: 2.63 4.89 -0.82  -0.0424
C: -1.31 3.31 4.74  -0.2128
C: 3.14 2.20 2.09  -0.1803
P: 1.11 -1.70 1.04  0.5905
C: 3.24 2.88 -1.99  -0.0949
C: 1.01 0.28 -4.69  -0.1881
C: 4.37 -3.43 -1.76  -0.1104
C: -3.40 -1.64 -0.50  -0.0833
H: -5.39 2.36 -1.86  0.0605
C: 0.88 -3.29 -3.02  -0.0847
H: 0.86 0.91 -5.57  0.0159
P: -0.70 -1.74 -1.26  0.5916
C: 1.05 -4.39 4.81  -0.1101
H: 1.03 -4.99 5.71  0.0887
S: -2.95 3.11 -0.28  0.8189
H: 1.83 0.71 -4.10  0.0037
H: -6.32 -2.78 -1.79  0.0875
C: -3.75 5.76 -0.57  -0.1421
H: -0.12 -6.66 -1.44  0.0924
C: 0.16 -5.72 -1.89  -0.1003
H: 2.60 -0.78 4.66  0.0131
H: -3.97 4.22 -2.11  0.0749
C: -0.34 -4.53 -1.37  -0.0939
N: -0.30 -0.51 -2.17  -0.2404
C: -1.19 1.97 -3.50  -0.1821
H: 4.77 -0.63 1.21  0.0130
N: 1.60 -0.22 1.46  -0.3440
N: -1.08 4.16 7.15  0.0781
C: -3.27 4.54 -1.34  -0.3944
H: 4.62 -1.39 -2.38  0.0960
C: -2.60 3.12 4.18  -0.2491
C: 2.10 2.30 -1.46  -0.1663
C: 3.67 -4.29 -0.93  -0.0995
H: 4.37 4.72 -2.03  0.0926
C: -1.96 -0.19 2.48  -0.8960
H: 2.91 -0.52 -0.83  0.0845
H: 2.80 5.92 -0.55  0.0961
H: 1.83 1.27 -1.68  0.0768
N: -3.68 2.99 3.80  0.1288
H: -4.74 -3.67 -3.49  0.0908
H: 2.10 -4.44 -4.35  0.0959

No. 2
DFT (wB97M-V/def2-TZVPD) results for a cluster of 10 separate species, C45H56O15S4 in total.

Results
- highest occupied orbital energy (eV) = -9.05
- SMILES = CCOS(C)(=O)=O.O=S1(=O)OCCO1.O=S1(=O)OCCO1.O=S1(=O)OCCO1.c1ccccc1.c1ccccc1.c1ccccc1.c1ccccc1.c1ccccc1.c1ccccc1
- orbital gap (eV) = 9.43
- LUMO energy (eV) = 0.376

Each line ends with the Löwdin charge.
CARTESIAN COORDINATES (ANGSTROEM)
C: 24.47 -2.60 0.58  -0.1065
C: 26.30 -7.72 -1.52  -0.0979
C: 24.88 -3.39 -0.53  -0.0724
H: 24.67 -7.46 -4.96  0.1061
C: 17.81 -6.65 2.53  -0.3132
C: 25.15 -7.42 -3.99  -0.1338
O: 18.33 -7.24 5.85  -0.2954
H: 25.40 -6.36 8.62  0.0977
H: 26.85 -8.33 -4.81  0.1065
C: 20.79 -9.27 1.88  -0.0574
H: 19.48 -4.05 4.82  0.0306
H: 22.14 -9.57 6.87  0.0997
C: 19.23 -11.24 0.77  -0.0817
H: 17.56 -4.51 -0.94  0.1020
H: 19.85 -3.53 -1.65  0.0976
O: 21.50 0.66 7.34  -0.2164
H: 20.62 -5.65 1.42  0.1214
O: 22.54 -3.79 5.12  -0.2479
S: 19.09 -6.46 4.89  0.6703
H: 19.10 2.63 7.04  0.1366
H: 19.83 -2.39 2.86  0.0635
H: 21.86 -1.08 -0.81  0.0982
C: 20.78 -5.45 -1.78  -0.0984
C: 26.93 -8.13 -2.66  -0.0846
C: 21.32 -4.85 1.68  -0.0971
H: 23.41 -6.71 -3.01  0.0803
C: 22.80 -5.37 1.88  -0.1372
H: 15.65 -2.08 2.96  0.0970
C: 17.92 0.36 2.16  -0.0563
H: 20.66 1.70 8.78  0.1361
O: 17.98 -5.92 3.73  -0.2854
C: 16.60 -7.55 2.57  -0.0413
C: 19.51 1.63 6.91  -0.1640
H: 16.83 -8.40 3.22  0.0739
H: 20.62 -11.26 -0.87  0.1039
C: 19.63 -9.70 2.50  -0.1334
H: 20.05 0.01 2.27  0.0989
C: 24.45 -6.98 -2.90  -0.0780
H: 17.30 -6.92 -0.86  0.0973
H: 21.67 -5.00 -2.19  0.0783
H: 21.37 -7.47 -2.04  0.0816
O: 26.34 -8.72 3.96  -0.1922
H: 23.44 -5.20 1.01  0.1051
C: 20.37 -10.82 0.09  -0.1200
O: 22.34 -2.10 3.27  -0.2467
H: 15.74 0.18 2.08  0.0928
O: 27.77 -7.85 1.85  -0.2547
H: 17.68 -3.45 3.21  0.0837
C: 24.69 -7.06 8.21  -0.0915
H: 18.63 0.99 6.88  0.1284
C: 24.14 -3.45 -1.70  -0.0940
C: 19.39 -4.77 5.64  -0.0660
H: 26.22 -8.46 5.96  0.1342
H: 23.98 -10.29 8.53  0.0974
H: 21.41 -8.53 2.35  0.0824
H: 16.38 -7.88 1.56  0.0765
H: 19.14 -8.43 -1.26  0.0892
H: 18.62 -12.00 0.31  0.0927
S: 21.42 0.46 5.73  0.7489
C: 26.04 -6.56 4.93  -0.1962
H: 25.17 -5.92 4.80  0.1148
H: 17.82 -5.87 1.77  0.1055
H: 24.50 -6.79 -0.77  0.0848
C: 23.71 -6.61 7.26  -0.0828
C: 18.96 -1.75 2.83  -0.0926
S: 22.32 -3.49 3.71  0.7416
C: 22.83 -7.55 6.80  -0.0994
H: 18.74 -7.18 2.29  0.0829
C: 16.66 -0.30 2.39  -0.1000
H: 23.14 -1.05 1.13  0.1016
O: 23.38 -4.40 2.76  -0.2407
C: 20.55 -6.83 -1.73  -0.0688
H: 18.53 -4.50 6.26  0.0780
C: 18.77 -10.62 1.97  -0.0712
C: 24.81 -8.35 8.65  -0.1127
H: 24.66 -8.17 5.01  0.1144
O: 20.33 1.66 5.72  -0.2009
C: 23.42 -1.82 0.43  -0.1298
H: 26.68 -6.15 5.71  0.1332
H: 17.84 -10.79 2.50  0.1012
O: 21.11 -4.39 3.03  -0.2781
C: 19.06 -0.41 2.43  -0.0780
H: 26.85 -7.87 -0.60  0.0875
H: 19.28 -9.20 3.39  0.0823
C: 26.37 -7.97 -3.91  -0.1014
C: 19.71 -4.60 -1.54  -0.1013
C: 20.32 1.02 8.00  -0.1918
C: 25.75 -8.07 5.05  -0.1751
S: 26.52 -7.73 2.68  0.7772
H: 21.31 -4.07 0.92  0.1128
C: 22.94 -8.92 7.19  -0.0584
C: 17.74 -2.40 2.97  -0.0684
O: 20.77 -0.81 5.37  -0.2589
H: 24.44 -4.10 -2.52  0.0889
O: 25.27 -7.44 2.02  -0.2506
H: 27.83 -8.68 -2.40  0.1051
C: 16.60 -1.60 2.79  -0.1167
C: 21.06 -9.73 0.53  -0.0883
H: 15.84 -6.87 2.95  0.0871
H: 17.93 1.39 1.81  0.0925
H: 24.97 -2.57 1.53  0.1145
C: 18.47 -5.08 -1.11  -0.0838
H: 22.83 -6.41 2.20  0.1076
H: 21.94 -9.37 0.02  0.0967
H: 22.07 -7.30 6.08  0.0830
O: 20.23 -6.98 4.21  -0.2964
O: 26.75 -6.47 3.75  -0.2167
C: 19.29 -7.36 -1.31  -0.0660
C: 23.87 -9.27 8.19  -0.0910
C: 25.08 -7.13 -1.62  -0.0751
H: 22.48 -2.51 -2.77  0.0975
H: 19.92 0.13 8.47  0.1343
H: 20.39 -4.85 6.06  0.0515
H: 23.69 -5.61 6.85  0.0914
O: 22.69 0.84 5.01  -0.2458
C: 22.63 -1.83 -0.75  -0.0764
C: 18.27 -6.45 -1.00  -0.1092
H: 25.54 -8.70 9.36  0.1043
H: 25.82 -3.92 -0.58  0.1030
C: 23.04 -2.58 -1.85  -0.0986

In order of appearance, max |F| = 0.6, 5.2 eV/A.